Record 1
This record from the OMol25 dataset describes a single C16H21N5O4S molecule. The level of theory is ωB97M-V with the def2-TZVPD basis set.

```
47
Properties=species:S:1:pos:R:3
C -0.2764 -2.1377 -5.8347
C -1.3860 -1.5009 -5.0116
O -0.9953 -1.3389 -3.6447
C -0.2719 -0.2598 -3.3416
O 0.0519 0.5795 -4.1397
C 0.1129 -0.2530 -1.8669
C 0.7294 1.0922 -1.4722
C -0.3351 2.1929 -1.4856
N -1.4963 1.8484 -0.7032
S -1.6069 2.4167 0.8434
O -1.1661 3.7784 0.8310
O -2.9206 2.0993 1.3177
C -0.4332 1.4827 1.8428
C 0.8618 1.9426 1.9814
C 1.7573 1.2024 2.7304
C 1.3471 0.0160 3.3336
N 2.2876 -0.7025 4.0862
C 3.3020 -0.2368 4.8628
N 3.9469 -1.2586 5.3537
N 3.3434 -2.3416 4.8777
N 2.3666 -2.0414 4.1383
C 0.0319 -0.4506 3.2089
C -0.4292 -1.7114 3.8624
C -0.8462 0.3146 2.4498
C -2.0974 0.5778 -1.0174
C -1.0866 -0.5702 -0.9660
H 0.0193 -3.0883 -5.3974
H -0.6276 -2.3070 -6.8483
H 0.5873 -1.4782 -5.8674
H -2.2699 -2.1407 -4.9778
H -1.6478 -0.5209 -5.4232
H 0.8614 -1.0468 -1.7523
H 1.5155 1.3571 -2.1797
H 1.1673 1.0027 -0.4761
H 0.0523 3.1264 -1.0778
H -0.6546 2.3693 -2.5174
H 1.1456 2.8732 1.5179
H 2.7785 1.5350 2.8403
H 3.5084 0.7936 5.0536
H -0.1405 -1.7352 4.9118
H -1.5095 -1.7984 3.7921
H 0.0306 -2.5751 3.3849
H -1.8780 0.0177 2.3417
H -2.9078 0.4293 -0.3034
H -2.5265 0.6442 -2.0240
H -0.7307 -0.7046 0.0575
H -1.5651 -1.4934 -1.2916
```

Energy = -43407.6307 eV
SMILES = CCOC(=O)C1CCN(S(=O)(=O)c2ccc(-n3cnnn3)c(C)c2)CC1

Results of the Mulliken charge analysis, in e, for atoms 1 through 8: -1.113 -0.293 -0.242 0.062 -0.594 0.219 -0.649 -0.997


Record 2
This record from the OMol25 dataset describes a single C16H21N7O3S2 molecule. The level of theory is ωB97M-V with the def2-TZVPD basis set.

```
49
Properties=species:S:1:pos:R:3
C 1.5346 0.0766 -3.8705
C 2.6139 0.3858 -2.8383
C 2.1240 0.1550 -1.4096
C 2.1066 -1.3345 -1.0365
N 1.1064 -1.5965 -0.0354
C -0.1046 -2.1592 -0.2132
S -0.6282 -2.8627 -1.7212
C -2.4047 -2.5504 -1.4878
C -2.6725 -1.0852 -1.2044
O -3.5318 -0.7032 -0.4493
N -1.8607 -0.2283 -1.8914
C -1.8954 1.1287 -1.7221
N -1.0661 1.9254 -2.3102
N -1.2731 3.2015 -2.0048
C -2.2432 3.4042 -1.1917
C -2.6685 4.7344 -0.7102
S -3.0534 1.9164 -0.6842
N -0.8775 -2.1181 0.8579
C -0.1289 -1.4838 1.7855
C 1.1122 -1.1448 1.2682
C 2.1108 -0.4888 2.0558
O 3.2295 -0.1634 1.7105
N 1.6485 -0.2422 3.3519
C 2.6037 0.4164 4.2298
C 0.4050 -0.5487 3.8909
O 0.1156 -0.2716 5.0341
N -0.4919 -1.1865 3.0574
C -1.8128 -1.5373 3.5338
H 1.2109 -0.9613 -3.8081
H 0.6777 0.7289 -3.7113
H 1.9139 0.2480 -4.8746
H 3.5009 -0.2234 -3.0227
H 2.9009 1.4326 -2.9408
H 1.1165 0.5692 -1.3193
H 2.7641 0.6800 -0.7002
H 1.8687 -1.9550 -1.9037
H 3.0810 -1.6295 -0.6410
H -2.8976 -2.8577 -2.4109
H -2.7675 -3.1485 -0.6531
H -1.1474 -0.5850 -2.5191
H -2.0262 5.4941 -1.1468
H -3.7021 4.9247 -0.9955
H -2.6035 4.7823 0.3756
H 2.8816 1.3811 3.8057
H 3.5006 -0.1970 4.3137
H 2.1393 0.5478 5.2031
H -1.9679 -1.0396 4.4885
H -2.5527 -1.2134 2.8030
H -1.8890 -2.6176 3.6626
```

Energy = -55178.6619 eV
SMILES = CCCCn1c(SCC(=O)Nc2nnc(C)s2)nc2c1c(=O)n(C)c(=O)n2C

Results of the Mulliken charge analysis, in e, for atoms 1 through 8: -0.903 -0.787 -0.112 -1.310 0.109 0.255 -0.255 -0.677


The max |F| results, record by record, are as follows: 1.59; 1.64 eV/Å.
The ΔE to the lowest compared entry with this formula, charge and spin results, record by record, are as follows: 73.20; 2.25 kcal per mole.
The E_LUMO results, record by record, are as follows: -0.1; 0.3 eV.